## w
This record from the OMol25 dataset describes C6H7NO as an isolated structure. The level of theory is ωB97M-V with the def2-TZVPD basis set.

Positions of all 15 atoms, in Å:
C  0.419  1.154  0.028
C  1.908  0.764  -0.052
C  2.075  -0.458  -0.109
C  -0.339  -0.163  -0.119
C  -1.637  -0.317  0.814
C  -1.617  0.010  -0.812
H  2.697  1.533  0.807
H  2.960  -0.912  0.256
H  0.601  -2.005  -0.600
H  -2.023  -1.371  1.218
H  -1.853  0.444  1.525
H  -1.778  -0.843  -1.454
H  -1.873  1.098  -1.185
N  0.695  -1.089  -0.193
O  -0.237  2.154  -0.125

Highest occupied orbital energy ... -8.6 eV
LUMO energy ... 0.0207 hartree

***

## x
This record from the OMol25 dataset describes C6H7NO as an isolated structure. The level of theory is ωB97M-V with the def2-TZVPD basis set.

Positions of all 15 atoms, in Å:
C  0.480  -0.718  -1.298
C  0.439  -1.612  0.025
C  0.021  -0.438  0.864
C  -0.272  0.410  1.880
C  0.113  1.649  0.106
C  0.352  0.336  -0.263
H  -0.605  -0.587  -3.166
H  -0.808  -2.110  -2.254
H  1.443  -0.691  -1.752
H  -0.188  -2.520  -0.020
H  1.502  -2.008  0.596
H  -0.712  0.408  2.957
H  0.200  2.541  -0.545
N  -0.698  -0.935  -2.143
O  -0.343  1.719  1.413

Highest occupied orbital energy ... -8.5 eV
LUMO energy ... 0.0318 hartree

***

## y
This record from the OMol25 dataset describes one molecule with the formula C6H7NO. The level of theory is ωB97M-V with the def2-TZVPD basis set.

Positions of all 15 atoms, in Å:
C  -0.709  2.176  1.839
C  -0.128  1.221  1.337
C  0.507  0.060  0.761
C  -0.189  -0.801  -0.240
C  -1.621  -0.574  -0.667
N  0.852  0.098  -0.662
C  2.088  -0.288  -1.127
O  3.093  -0.133  -0.517
H  -1.243  2.926  2.425
H  1.280  -0.420  1.371
H  0.064  -1.889  -0.227
H  -1.773  -0.991  -1.671
H  -1.921  0.481  -0.582
H  -2.250  -1.090  0.087
H  1.951  -0.776  -2.127

Highest occupied orbital energy ... -10.0 eV
SMILES ... C#C[C@H]1[C@@H](C)N1C=O
LUMO energy ... 0.0325 hartree

***

Most stable: y. Least stable: w.

***

## w
This record from the OMol25 dataset describes one molecule with the formula C6H7NO. The level of theory is ωB97M-V with the def2-TZVPD basis set.

Positions of all 15 atoms, in Å:
C  -0.937  -0.051  -1.858
C  -1.373  -0.268  -0.598
C  -0.452  -0.795  0.444
C  0.327  0.106  1.386
C  0.695  1.434  0.806
N  1.444  1.426  -0.231
O  1.752  0.103  -0.450
C  1.052  -0.742  0.432
H  -1.528  0.326  -2.690
H  0.078  -0.328  -2.113
H  -2.442  -0.156  -0.372
H  -0.812  -1.713  0.911
H  0.374  -0.020  2.473
H  0.286  2.365  1.182
H  1.537  -1.686  0.678

Highest occupied orbital energy ... -9.2 eV
SMILES ... C=C[C@@H]1[C@@H]2C=NO[C@H]12
LUMO energy ... 0.0338 hartree

***

## x
This record from the OMol25 dataset describes C6H7NO as an isolated structure. The level of theory is ωB97M-V with the def2-TZVPD basis set.

Positions of all 15 atoms, in Å:
C  1.958  -0.157  -0.392
C  0.533  -0.207  -0.627
C  -0.171  0.977  0.247
C  -0.404  -0.958  0.383
C  -1.724  -0.480  -0.050
C  -1.575  0.865  -0.177
H  2.807  -0.258  -1.421
H  0.211  -0.495  -1.622
H  0.237  1.904  0.192
H  0.643  -0.023  2.038
H  -0.251  -1.936  0.828
H  -2.407  -1.046  -0.884
H  -2.056  1.688  -0.810
N  -0.123  0.172  1.422
O  2.324  -0.047  0.872

Highest occupied orbital energy ... -8.4 eV
LUMO energy ... -0.0074 hartree

***

Most stable: w. Least stable: x.

***

## w
This record from the OMol25 dataset describes a 14-piece molecular cluster, H28O14 overall. The level of theory is ωB97M-V with the def2-TZVPD basis set.

Positions of all 42 atoms, in Å:
O  -1.388  1.655  -3.965
H  -2.001  0.982  -4.265
H  -1.756  2.524  -4.151
O  3.503  3.951  0.081
H  2.836  3.389  0.503
H  2.909  4.581  -0.347
O  -3.788  -0.968  -2.631
H  -3.883  -1.919  -2.697
H  -3.599  -0.702  -1.729
O  3.222  -2.780  1.272
H  2.710  -3.115  0.536
H  3.561  -1.905  1.069
O  1.901  -1.545  -1.942
H  1.994  -1.591  -2.898
H  2.508  -2.251  -1.789
O  -0.323  1.462  -1.540
H  -0.915  1.909  -0.932
H  -0.686  1.721  -2.413
O  -0.528  1.369  1.179
H  -0.114  0.550  0.875
H  -0.996  0.946  1.909
O  -0.859  -0.653  -3.017
H  -1.499  -0.426  -2.362
H  -0.526  -0.071  -3.696
O  -1.331  2.655  4.174
H  -1.787  3.463  3.940
H  -0.489  2.598  3.722
O  -3.501  -0.460  1.007
H  -2.738  -1.057  1.054
H  -3.131  0.424  1.059
O  -0.064  -2.839  -0.737
H  0.233  -2.130  -1.343
H  -0.123  -3.659  -1.230
O  -0.908  -1.247  1.666
H  -0.971  -1.281  2.619
H  -0.534  -2.015  1.237
O  0.152  -3.500  3.182
H  0.601  -2.891  3.773
H  0.504  -3.376  2.299
O  3.816  2.376  2.327
H  4.509  2.567  1.685
H  3.478  3.257  2.516

Highest occupied orbital energy ... -10.2 eV
LUMO energy ... 0.0034 hartree

***

## x
This record from the OMol25 dataset describes a 14-piece molecular cluster, H28O14 overall. The level of theory is ωB97M-V with the def2-TZVPD basis set.

Positions of all 42 atoms, in Å:
O  -5.420  -0.628  0.354
H  -6.359  -0.640  0.171
H  -5.006  -0.652  -0.509
O  -0.331  -6.465  0.178
H  -1.007  -7.141  0.224
H  -0.585  -5.827  0.846
O  0.798  -3.388  -2.866
H  0.561  -3.640  -3.759
H  1.005  -4.215  -2.431
O  -3.285  1.693  3.539
H  -2.466  1.275  3.274
H  -3.970  1.144  3.159
O  5.733  1.681  0.867
H  5.430  1.431  -0.006
H  6.570  1.229  0.969
O  4.461  -0.547  -2.911
H  4.856  -1.189  -3.501
H  3.536  -0.534  -3.155
O  -4.327  3.616  -1.916
H  -3.757  3.001  -1.455
H  -5.173  3.536  -1.475
O  0.209  5.223  -1.097
H  -0.413  5.352  -1.813
H  1.061  5.436  -1.478
O  0.170  0.305  0.614
H  0.161  -0.366  -0.069
H  0.590  1.060  0.203
O  -1.506  5.793  3.087
H  -2.103  5.050  3.178
H  -1.065  5.645  2.250
O  -2.947  -3.600  2.803
H  -2.538  -2.936  3.358
H  -3.624  -3.126  2.320
O  4.336  -3.975  0.477
H  4.958  -4.477  -0.049
H  3.800  -3.509  -0.165
O  2.978  0.963  4.491
H  3.587  0.870  3.758
H  2.150  1.217  4.084
O  -0.086  0.696  -5.054
H  -0.239  -0.200  -4.756
H  -0.743  0.838  -5.736

Highest occupied orbital energy ... -11.0 eV
LUMO energy ... -0.0116 hartree

***

## y
This record from the OMol25 dataset describes a 14-piece molecular cluster, H28O14 overall. The level of theory is ωB97M-V with the def2-TZVPD basis set.

Positions of all 42 atoms, in Å:
H  -0.887  -0.478  0.372
H  0.367  0.232  -0.094
H  -0.731  -3.754  -1.188
H  -0.933  -2.173  -1.085
H  -1.188  -2.376  2.295
H  -0.814  -3.585  1.609
H  -3.883  2.381  -1.359
H  -3.659  0.916  -0.928
H  5.218  -0.221  0.818
H  4.342  -1.162  0.144
H  1.942  -1.325  0.236
H  2.259  0.142  0.148
H  1.616  2.905  -0.703
H  1.584  4.090  0.150
H  -1.186  3.741  -0.543
H  -1.254  2.433  0.267
H  0.936  3.069  1.994
H  1.334  1.627  2.327
H  -4.478  0.478  1.177
H  -4.914  -0.771  0.478
H  3.139  1.335  -3.255
H  2.546  0.171  -2.414
H  0.459  -0.261  3.743
H  1.387  -0.905  2.856
H  3.133  -3.327  -2.160
H  2.887  -1.910  -2.351
H  -4.142  -1.561  -1.275
H  -5.671  -1.381  -1.597
O  -0.247  0.134  0.720
O  -0.862  -2.954  -0.567
O  -0.345  -2.934  2.186
O  -4.197  1.486  -1.517
O  4.306  -0.529  0.814
O  2.296  -0.684  -0.323
O  1.626  3.911  -0.819
O  -1.776  3.288  0.063
O  1.641  2.485  2.041
O  -4.783  0.099  0.365
O  3.358  0.460  -2.855
O  0.693  -0.282  2.820
O  3.421  -2.450  -1.845
O  -5.056  -1.823  -1.040

Highest occupied orbital energy ... -10.5 eV
LUMO energy ... -0.0170 hartree

***

Most stable: w. Least stable: y.